[1]
{"formula": "C7H8O", "method": "the ωB97M-V functional and the def2-TZVPD basis", "e_homo_ev": [-8.414, -8.286], "homo_lumo_gap_ev": [8.490, 7.921], "charge": 0, "elements": ["C", "H", "H", "H", "H", "H", "H", "C", "O", "C", "H", "C", "H", "C", "C", "C"], "positions_angstrom": [[1.569, -1.161, -0.896], [0.543, 1.239, -1.274], [2.000, -0.384, -0.296], [-1.987, 1.998, 1.805], [2.152, -1.706, -1.516], [-1.254, 0.947, -1.268], [-0.242, -0.864, -2.285], [-0.505, 0.735, 0.628], [-0.878, 0.310, 2.659], [-0.617, -0.302, 1.481], [0.156, -2.860, -0.476], [-0.986, 1.549, 1.852], [-0.303, 2.443, 2.195], [0.440, -1.847, -0.385], [-0.253, 0.702, -0.889], [0.167, -0.799, -1.336]], "forces_ev_per_angstrom": [[-0.724, 1.711, 0.876], [1.160, 1.873, -0.497], [0.543, 0.187, 0.219], [-0.005, -0.797, 0.137], [2.211, -1.391, -1.819], [0.598, 0.093, -0.854], [-0.386, -1.158, -1.828], [0.264, -1.026, -0.421], [-0.879, 1.006, 0.782], [1.438, 0.060, -2.060], [-0.139, -0.880, 0.264], [1.575, 1.882, -0.303], [-0.808, -2.111, -0.278], [-2.246, 0.467, 1.081], [-2.261, -2.559, 2.567], [-0.340, 2.642, 2.135]]}

[2]
{"formula": "C7H8O", "method": "the ωB97M-V functional and the def2-TZVPD basis", "e_homo_ev": -7.752, "smiles": "C#C/C=C/C=C\\OC", "homo_lumo_gap_ev": 7.809, "charge": 0, "elements": ["C", "C", "H", "C", "H", "O", "C", "H", "H", "H", "C", "H", "C", "H", "H", "C"], "positions_angstrom": [[-1.077, -1.539, -1.892], [0.816, -0.243, -1.004], [1.456, 1.861, 1.703], [-0.769, -2.576, -2.810], [-0.391, 2.429, 2.924], [-0.367, 0.848, 1.472], [0.950, 1.087, 1.027], [1.522, -0.554, -1.704], [-1.017, -3.371, -3.533], [0.256, 0.958, 3.519], [-0.495, 1.400, 2.882], [-1.445, 0.100, -0.391], [-0.557, -0.562, -0.979], [-1.566, 1.192, 3.103], [2.383, 1.273, -0.255], [1.422, 0.654, -0.080]], "forces_ev_per_angstrom": [[3.431, -7.869, -6.958], [-3.522, 0.452, 1.160], [-0.392, -1.284, -1.210], [-3.030, 7.203, 6.354], [0.417, 2.228, -0.459], [1.928, 1.169, 1.960], [-3.058, 2.626, 4.606], [0.371, -1.393, -1.425], [0.196, 0.824, 0.752], [-0.195, -0.506, 0.275], [-1.698, -2.694, -2.047], [3.142, -2.089, -1.345], [-0.424, 1.970, 0.255], [1.026, -0.220, 0.373], [-1.208, -1.859, -0.406], [3.015, 1.441, -1.885]]}

[3]
{"formula": "C7H8O2", "method": "the ωB97M-V functional and the def2-TZVPD basis", "e_homo_ev": -8.495, "homo_lumo_gap_ev": 9.469, "charge": 0, "elements": ["H", "C", "C", "C", "C", "H", "H", "C", "H", "H", "O", "H", "O", "C", "C", "H", "H"], "positions_angstrom": [[-2.448, 1.145, -0.801], [-0.317, 1.090, 0.005], [2.004, -0.445, -0.360], [0.191, 0.166, 0.968], [-0.024, -1.077, -0.019], [3.094, -0.666, 0.093], [-0.137, -0.530, -0.965], [-1.638, 0.604, -0.449], [-0.336, 2.205, 0.051], [-3.143, -0.668, -0.224], [1.092, -1.740, -0.066], [1.980, -0.270, -1.331], [-1.152, -1.740, 0.344], [1.188, 0.807, 0.137], [-2.040, -0.700, -0.036], [-0.269, 0.234, 2.091], [1.954, 1.585, 0.563]], "forces_ev_per_angstrom": [[-0.986, 1.547, -0.625], [-0.838, 4.962, -1.246], [0.462, -1.844, 4.146], [-2.234, -0.032, 3.785], [0.206, 1.838, 1.920], [-2.874, 0.720, -0.926], [-0.348, -1.229, -0.450], [0.507, -5.222, 1.358], [-0.267, -0.717, 1.093], [0.965, -2.085, 0.786], [5.035, 0.265, -0.255], [0.675, -0.504, -4.875], [-2.957, 1.325, -1.264], [4.279, -1.187, 1.965], [-1.257, 3.627, -1.671], [1.782, -0.513, -2.683], [-2.151, -0.952, -1.058]]}

[4]
{"formula": "C7H8O2S", "method": "the ωB97M-V functional and the def2-TZVPD basis", "e_homo_ev": [-8.151, -8.152], "homo_lumo_gap_ev": [7.351, 7.353], "charge": 0, "elements": ["O", "H", "H", "C", "C", "H", "H", "C", "O", "C", "S", "H", "C", "H", "C", "H", "C", "H"], "positions_angstrom": [[-0.350, -2.853, 0.796], [3.931, -0.398, 0.392], [-2.169, 0.052, -1.570], [-0.913, -0.569, 0.033], [-0.335, 0.637, 0.163], [-1.895, 1.854, -0.459], [-2.240, -1.651, -1.017], [-0.302, -1.714, 0.473], [2.005, 1.996, 0.742], [3.065, -1.095, 0.353], [1.186, 0.802, 1.212], [-2.988, -0.423, -0.286], [1.871, -0.720, 0.755], [-0.244, 2.221, -1.081], [-2.134, -0.681, -0.792], [-0.835, 2.628, 0.660], [-0.919, 1.883, -0.157], [3.265, -1.970, -0.217]], "forces_ev_per_angstrom": [[-0.593, 2.353, -0.940], [-0.615, -0.348, 0.124], [0.502, -0.236, -1.131], [-0.527, 1.815, -1.147], [1.954, -1.648, 2.509], [-2.525, -0.212, -0.845], [-0.597, -3.435, -1.817], [4.038, -2.858, 1.992], [-1.317, -1.163, 0.294], [0.737, 1.900, 0.024], [1.341, 0.921, -0.462], [-2.165, 0.495, 1.913], [-2.926, -1.188, -0.754], [-1.379, -0.018, 1.844], [0.826, 2.204, 0.441], [0.357, -0.318, -0.567], [3.010, 2.753, -1.585], [-0.121, -1.017, 0.107]]}

For each record above, in turn, the calculated electronic energy values are -346.4688; -346.5219; -421.7263; -819.9932 hartree.
For each record above, in turn, the calculated energy relative to the best compared isomer or geometry (same formula, charge and spin) values are 805.3; 665.8; 752.8; 505.5 kJ/mol.